(1)
{"formula": "C4H7N3O2", "method": "ωB97M-V/def2-TZVPD", "symbols": ["C", "C", "C", "C", "H", "H", "H", "H", "H", "H", "H", "N", "N", "N", "O", "O"], "positions_angstrom": [[0.8450, -0.0858, -0.3525], [1.2893, 1.1509, -0.2121], [0.4172, 2.3016, -0.4724], [-1.2693, -0.7607, -0.6902], [1.4855, -2.0019, -0.4713], [2.1819, -1.0786, 0.8764], [2.1235, 1.1956, 0.5232], [0.5241, 3.5536, 0.0357], [-2.0274, -1.0357, -1.4615], [-2.8749, -0.8707, 0.5785], [-0.4021, -1.3029, 1.8197], [1.3691, -1.3396, 0.3991], [-0.1029, -0.5416, -1.2489], [-1.8889, -0.7306, 0.4785], [-0.4890, 2.1246, -1.4546], [-1.1811, -0.5783, 1.6525]], "forces_ev_per_angstrom": [[0.2, -4.4, 0.2], [1.1, 1.8, 2.8], [-3.8, 1.4, -5.4], [-0.9, -0.6, -4.3], [0.3, 1.3, 2.7], [1.9, -0.1, 0.6], [-0.6, 0.6, -0.6], [-0.1, -4.1, -1.2], [0.3, 0.1, 0.6], [-0.1, -0.2, 0.1], [-2.7, 1.9, -1.6], [-2.2, 1.4, -4.4], [-1.7, 0.5, 2.5], [2.2, -0.3, 1.0], [4.3, 1.8, 5.6], [1.8, -1.1, 1.6]], "largest_force_ev_per_a": 7.27, "e_above_lowest_ev": 6.185, "energy_ev": -12821.344, "orbital_gap_ev": 9.30}

(2)
{"formula": "C4H7N3O2", "method": "ωB97M-V/def2-TZVPD", "symbols": ["C", "C", "C", "C", "N", "N", "N", "O", "O", "H", "H", "H", "H", "H", "H", "H"], "positions_angstrom": [[-1.3451, 0.1522, -1.1152], [-0.7678, -0.5956, -0.0449], [1.9573, 1.6130, 0.2143], [0.3601, -1.3610, -0.1769], [-2.2694, 1.0103, -0.6503], [-1.3767, -0.2702, 1.1288], [-2.3270, 0.6296, 0.7287], [0.9656, -2.0112, 0.8482], [0.7238, -1.7612, -1.4393], [-1.2460, 0.1533, -2.1856], [1.1033, 1.0626, 0.6535], [2.8406, 1.7749, 0.8132], [1.8266, 2.3815, -0.5954], [-2.7332, 1.1437, 1.5012], [0.6690, -1.8243, 1.7844], [1.6190, -2.0977, -1.4647]], "forces_ev_per_angstrom": [[-2.1, 1.9, 0.7], [-0.7, 0.8, 0.0], [-0.6, 1.0, -0.3], [0.7, -1.3, 0.1], [0.9, -2.4, 2.7], [-0.4, 0.7, -1.6], [1.3, -0.2, -1.2], [0.2, -0.2, 0.7], [-0.6, 0.4, 1.0], [0.6, -0.3, 0.0], [0.7, 0.6, -0.5], [0.1, -0.3, 0.1], [-0.2, -1.2, 0.8], [-0.2, 0.4, -0.8], [-0.1, 0.2, -1.9], [0.4, -0.1, 0.3]], "largest_force_ev_per_a": 3.71, "e_above_lowest_ev": 5.640, "energy_ev": -12821.890, "orbital_gap_ev": [9.47, 6.59]}

(3)
{"formula": "C4H7N3O3", "method": "ωB97M-V/def2-TZVPD", "symbols": ["N", "C", "O", "N", "C", "C", "N", "C", "O", "H", "H", "H", "H", "H", "H", "O", "H"], "positions_angstrom": [[-2.0529, 0.1070, 0.0935], [-0.9138, -0.8570, -0.1071], [-1.0418, -1.9776, 0.4108], [0.3184, -0.1046, 0.1116], [1.4906, -0.2514, -0.6383], [2.4459, 0.4905, -0.0421], [1.8792, 1.0587, 1.0910], [0.5825, 0.6587, 1.2390], [-0.2309, 1.0412, 2.0842], [-2.8903, -0.4006, 0.3703], [-1.8516, 0.8075, 0.8157], [1.5033, -0.7840, -1.5817], [3.4436, 0.7482, -0.3785], [2.3113, 1.7451, 1.6941], [-2.2540, 0.1646, -1.2240], [-1.2556, -0.7624, -1.8895], [-1.4839, -1.6839, -2.0490]], "forces_ev_per_angstrom": [[-1.4, 0.3, -2.6], [-0.8, -1.3, 1.7], [0.3, 1.3, -1.5], [0.5, -0.4, -0.8], [0.2, 0.4, -0.2], [0.0, -0.1, -0.6], [0.3, 0.0, 0.3], [-1.0, 1.0, -0.3], [0.2, -0.4, -0.2], [0.3, -0.3, 0.3], [0.2, 0.3, -0.3], [0.0, 0.1, 0.4], [-0.3, -0.2, 0.2], [-0.2, -0.3, -0.1], [1.7, -0.5, 2.5], [0.2, 0.5, 1.3], [-0.2, -0.1, -0.1]], "largest_force_ev_per_a": 3.01, "e_above_lowest_ev": 2.134, "energy_ev": -14872.775, "orbital_gap_ev": 9.00}

(4)
{"formula": "C4H7N3O4", "method": "ωB97M-V/def2-TZVPD", "symbols": ["C", "C", "C", "C", "N", "N", "N", "O", "O", "O", "O", "H", "H", "H", "H", "H", "H", "H"], "positions_angstrom": [[0.1076, -0.0010, 1.3167], [1.6776, 0.5798, -0.3802], [-1.0672, -0.0898, 0.4484], [1.4979, -0.5989, -1.2155], [1.2110, 0.8160, 0.7717], [-1.6438, 1.0185, -0.0514], [-1.5924, -1.3447, 0.2643], [-1.0670, 2.2753, 0.0576], [-2.7234, 0.9971, -0.5507], [-1.2236, -2.2515, 0.9760], [-2.3780, -1.4863, -0.6758], [-0.0307, 0.3031, 2.3722], [0.5086, -0.9659, 1.3718], [2.4673, 1.2896, -0.6187], [1.9739, -1.3727, -0.7454], [1.8987, -0.4838, -2.1907], [0.4716, -0.7824, -1.3225], [-0.0882, 2.0976, 0.1721]], "forces_ev_per_angstrom": [[1.8, 0.9, 0.5], [1.5, 0.9, 1.0], [1.4, 2.9, 1.2], [-0.8, 1.7, -1.0], [-1.2, 1.1, 0.2], [-0.7, -1.4, 0.4], [-2.2, -0.9, -2.2], [1.0, -1.0, 0.2], [-0.9, 0.9, -0.8], [0.4, -0.5, 0.7], [0.2, -0.3, 0.4], [-0.4, 0.1, -0.7], [0.3, -1.7, 0.3], [0.1, 0.0, -0.5], [1.1, -2.3, 1.2], [0.5, 0.2, -0.8], [-1.5, -0.8, -0.2], [-0.5, 0.3, 0.2]], "largest_force_ev_per_a": 3.39, "e_above_lowest_ev": 9.018, "energy_ev": -16913.826, "orbital_gap_ev": 8.93}

(5)
{"formula": "C4H7N3OS", "method": "ωB97M-V/def2-TZVPD", "symbols": ["C", "C", "C", "C", "N", "N", "N", "O", "S", "H", "H", "H", "H", "H", "H", "H"], "positions_angstrom": [[0.1141, 0.1811, -0.5757], [-1.4733, -1.1676, -1.1293], [-1.4986, 1.2161, -2.2845], [1.0689, -0.7802, 2.5838], [0.3132, -1.0149, -0.0630], [-0.7514, -1.8529, -0.3581], [-0.9231, 0.1677, -1.4116], [2.5931, 0.8060, 1.0356], [2.3359, -0.6386, 1.2986], [0.7625, 0.9613, -0.2970], [-1.4597, 2.1847, -1.8040], [-0.8076, 1.4902, -3.1394], [-2.5101, 0.9391, -2.4855], [0.5598, -1.7500, 2.5125], [0.4438, 0.0030, 2.4119], [1.2326, -0.7450, 3.7057]], "forces_ev_per_angstrom": [[0.4, -1.7, -0.5], [0.3, 2.5, -1.5], [2.1, 0.5, 0.2], [1.1, -2.1, 2.2], [-0.1, 0.9, 0.8], [-0.2, -0.5, -0.4], [-1.9, -1.4, 0.4], [-0.2, 0.2, 0.2], [0.9, -0.6, 1.0], [0.6, 1.1, -0.2], [-0.5, 0.0, 0.9], [-1.1, -1.3, 0.4], [-0.4, -0.1, -0.7], [0.0, 0.3, -0.7], [-2.2, 2.0, -0.7], [1.1, 0.3, -1.3]], "largest_force_ev_per_a": 3.26, "e_above_lowest_ev": 6.060, "energy_ev": -21608.767, "orbital_gap_ev": [9.61, 5.57]}

(6)
{"formula": "C4H7N3S", "method": "ωB97M-V/def2-TZVPD", "symbols": ["C", "C", "C", "C", "H", "H", "H", "H", "H", "H", "H", "N", "N", "N", "S"], "positions_angstrom": [[-1.3895, -1.1344, 0.4356], [-0.3770, -0.4005, -0.4032], [1.9498, 0.1708, -0.0380], [-0.1996, 1.1456, -0.0845], [-1.2987, -0.9362, 1.5625], [-2.4312, -0.7961, -0.0377], [-1.4002, -2.2105, 0.3298], [-0.6727, -0.4511, -1.4116], [1.3430, -1.7340, -0.5239], [1.7024, 2.1335, 0.2224], [-1.9793, 1.4971, 0.0902], [1.0506, -0.8239, -0.3032], [1.1939, 1.3445, -0.0356], [-1.0800, 2.0350, 0.0591], [3.5886, 0.1601, 0.1383]], "forces_ev_per_angstrom": [[-2.1, 1.1, 0.7], [2.3, 1.2, 1.3], [-1.4, 0.3, -0.9], [1.1, -1.1, -0.1], [-0.3, 0.0, -1.7], [1.9, -0.6, 1.6], [0.3, -0.3, -0.3], [-0.4, -0.1, -1.5], [0.5, -1.1, -0.1], [0.3, 1.8, 0.5], [0.6, 1.0, -0.2], [-0.6, 1.1, 0.7], [-0.8, -2.1, -0.2], [-0.9, -1.0, 0.3], [-0.4, -0.4, 0.0]], "largest_force_ev_per_a": 2.93, "e_above_lowest_ev": 0.660, "energy_ev": -19567.118, "orbital_gap_ev": 9.21}

(7)
{"formula": "C4H7N4", "method": "ωB97M-V/def2-TZVPD", "symbols": ["C", "C", "C", "C", "N", "N", "N", "N", "H", "H", "H", "H", "H", "H", "H"], "positions_angstrom": [[0.2345, 1.9220, -0.9207], [1.2394, -0.0013, -0.0267], [-1.7190, 0.2601, 0.0167], [0.3937, 1.0777, 0.1752], [-0.0115, 2.4580, -1.8925], [1.8448, -0.5036, -1.1077], [-2.0708, 0.4097, -1.1163], [-1.8146, -0.3893, 1.1186], [1.3610, -0.5128, 0.9765], [0.2411, 1.3092, 1.2629], [2.6688, -1.0923, -1.0688], [1.6770, 0.0303, -1.9761], [-2.5276, 0.8916, -1.8885], [-1.0885, -0.3515, 1.7966], [-2.3453, -1.2361, 0.9580]], "forces_ev_per_angstrom": [[-0.2, 0.3, 1.1], [0.4, -1.4, 2.4], [-0.6, 0.6, -4.5], [0.7, -0.8, 1.0], [-0.3, 0.9, -1.6], [-1.0, 1.7, -0.3], [0.3, 0.1, 2.2], [-0.6, -0.8, 0.4], [0.6, 0.0, -1.6], [0.2, 0.5, -1.5], [-0.4, 0.0, 0.2], [0.5, -0.6, 0.5], [0.4, -0.1, 0.5], [0.3, -0.1, 0.5], [-0.2, -0.2, 0.8]], "largest_force_ev_per_a": 4.62, "e_above_lowest_ev": 2.757, "energy_ev": -10212.465, "charge": 1, "orbital_gap_ev": 8.70}

(8)
{"formula": "C4H7N4O", "method": "ωB97M-V/def2-TZVPD", "symbols": ["C", "C", "C", "C", "N", "N", "N", "N", "O", "H", "H", "H", "H", "H", "H", "H"], "positions_angstrom": [[0.7305, -0.0779, 2.0401], [-0.4742, -0.0201, -0.3458], [1.6354, -0.4287, 0.8212], [0.7287, -0.9527, -0.3317], [-0.4430, 0.3012, 1.9639], [-2.0913, 1.1273, -1.4928], [-0.9376, 0.6207, 0.7432], [-1.2684, 0.2337, -1.8065], [-0.7780, -0.2675, -2.7855], [0.9809, -0.1694, 3.0877], [1.9663, 0.5233, 0.2704], [2.4515, -1.0179, 1.0949], [0.5191, -1.9592, -0.3310], [1.2864, -0.6840, -1.2450], [-2.7312, 1.3774, -2.3358], [-1.5752, 1.3938, 0.6527]], "forces_ev_per_angstrom": [[2.8, -1.2, -0.4], [-1.5, 0.4, 0.4], [-2.5, 3.0, -0.8], [0.4, 3.5, 0.4], [-2.4, 1.6, 1.1], [-2.1, -0.2, -2.7], [2.4, -2.7, -4.8], [2.1, 1.3, 3.4], [-0.9, -0.1, 0.2], [0.8, -0.5, 0.0], [0.2, -0.9, 1.8], [1.2, -1.0, 0.2], [-0.9, -2.4, -0.1], [-0.5, -0.5, -0.1], [1.5, -0.4, 1.4], [-0.8, 0.1, 0.0]], "largest_force_ev_per_a": 5.99, "e_above_lowest_ev": 4.923, "energy_ev": -12256.756, "charge": 1, "orbital_gap_ev": 9.32}

(9)
{"formula": "C4H7N4S", "method": "ωB97M-V/def2-TZVPD", "symbols": ["C", "C", "C", "C", "N", "N", "N", "N", "S", "H", "H", "H", "H", "H", "H", "H"], "positions_angstrom": [[1.3691, -0.2996, -0.3738], [-1.5568, 0.6485, -1.2249], [-1.2516, 0.2756, 1.3156], [-1.3899, -0.3224, -0.0377], [2.1434, 0.8776, -0.6638], [2.2392, -1.1134, 0.1536], [3.3582, 0.6728, -0.1855], [3.4695, -0.4728, 0.3506], [-1.4974, -1.9055, -0.2432], [-1.6665, 0.0862, -2.2142], [-0.9618, 1.4345, -1.0336], [-2.5769, 1.0686, -1.1960], [-1.4584, -0.5307, 2.0210], [-2.0084, 1.0374, 1.3552], [-0.2505, 0.6445, 1.5463], [2.0389, -2.1012, 0.4303]], "forces_ev_per_angstrom": [[0.8, 2.5, -2.0], [-3.6, -4.2, -0.1], [-0.1, -0.9, -0.1], [0.3, 4.1, -1.0], [-2.4, -1.5, 0.3], [0.7, -0.8, 1.1], [-0.4, -0.3, 0.3], [0.6, -1.9, 0.2], [0.1, -4.0, -0.6], [1.4, 1.0, 1.2], [2.8, 2.7, -0.5], [-0.3, 0.1, 0.4], [-0.2, 0.3, 0.4], [-0.3, 0.7, 0.7], [0.0, 0.3, -0.1], [0.6, 1.6, -0.2]], "largest_force_ev_per_a": 5.52, "e_above_lowest_ev": 0.383, "energy_ev": -21052.208, "charge": -1, "orbital_gap_ev": [5.38, 5.09], "multiplicity": 3}

(10)
{"formula": "C4H7N5O", "method": "ωB97M-V/def2-TZVPD", "symbols": ["C", "C", "C", "C", "H", "H", "H", "H", "H", "H", "H", "N", "N", "N", "N", "N", "O"], "positions_angstrom": [[-1.3456, 1.7862, 1.8834], [-0.6269, 1.0395, 0.8052], [0.6169, -0.0594, -1.2752], [-0.3652, -0.3700, 0.9212], [-2.0279, 1.0771, 2.3202], [-1.8327, 2.7114, 1.5972], [-0.6816, 2.0828, 2.7448], [1.6017, -1.4883, -2.3691], [1.3998, 0.1714, -3.0456], [1.3088, -2.3793, 0.6199], [-0.0180, -2.8472, -0.1944], [-0.3274, 1.7460, -0.2304], [0.2531, 1.1843, -1.2757], [1.1766, -0.5880, -2.4096], [0.3105, -0.8800, -0.2193], [0.8340, -2.2182, -0.2502], [-0.6441, -1.0517, 1.8770]], "forces_ev_per_angstrom": [[0.9, -0.4, 1.7], [-0.6, 1.8, 0.1], [-0.6, -0.8, 0.0], [0.6, -0.1, -0.6], [-0.7, 0.0, 0.3], [0.0, -0.2, -0.6], [-0.3, -0.4, -0.8], [0.3, -0.2, -0.2], [0.3, -0.7, -0.1], [0.3, 0.1, 0.5], [1.3, 0.9, -0.2], [-0.2, -0.1, 0.2], [1.0, 0.3, -1.7], [-0.7, 1.3, 0.9], [0.7, -0.5, 0.4], [-2.3, -0.2, -0.3], [0.1, -0.8, 0.2]], "largest_force_ev_per_a": 2.36, "e_above_lowest_ev": 0.960, "energy_ev": -13758.397, "orbital_gap_ev": 9.32}

(11)
{"formula": "C4H7N5O", "method": "ωB97M-V/def2-TZVPD", "symbols": ["C", "C", "C", "C", "N", "N", "N", "N", "N", "O", "H", "H", "H", "H", "H", "H", "H"], "positions_angstrom": [[-1.8600, 2.7666, 0.0311], [-0.8432, 0.1690, 2.1134], [-0.3516, 1.2407, -1.0752], [-1.6005, 2.2032, 1.1935], [-1.0584, 2.2639, -0.9768], [-1.1713, 1.3796, 2.0472], [-0.3708, -0.4775, 1.0564], [-0.1417, 0.0421, -0.3283], [1.1432, -0.5547, -0.6757], [0.0624, -1.8598, 1.2414], [-2.4189, 3.6731, -0.2806], [-1.0245, -0.4172, 2.9739], [0.2255, 1.1020, -1.9736], [1.9415, -0.0422, -0.2498], [1.4193, -0.7205, -1.6638], [0.9831, -1.5939, -0.2862], [-0.6656, -2.4595, 0.9406]], "forces_ev_per_angstrom": [[0.0, 1.2, 0.1], [-0.2, -1.1, -0.2], [-0.4, 0.5, 0.1], [1.0, -2.1, 1.4], [0.1, -0.3, -0.1], [-1.7, 4.3, -2.5], [1.1, -1.6, -2.0], [1.0, -2.0, 1.4], [0.0, -2.4, 0.9], [-1.0, 2.1, -0.9], [0.0, -0.8, 0.9], [0.1, -0.6, 1.0], [0.2, 0.1, -0.4], [-0.3, -0.5, 0.2], [-1.1, 0.6, 0.0], [1.2, 2.2, -0.3], [0.0, 0.5, 0.3]], "largest_force_ev_per_a": 5.23, "e_above_lowest_ev": 1.357, "energy_ev": -13733.392, "charge": 2, "orbital_gap_ev": 8.94}

(12)
{"formula": "C4H7N6O2", "method": "ωB97M-V/def2-TZVPD", "symbols": ["C", "C", "C", "C", "N", "N", "N", "N", "N", "N", "O", "O", "H", "H", "H", "H", "H", "H", "H"], "positions_angstrom": [[0.2239, -0.9830, 0.9413], [-1.1386, -2.9354, -0.6132], [0.0940, 1.8404, -0.9614], [0.2905, 2.4810, 0.3698], [0.9115, -1.6304, 1.7098], [1.1194, -2.3688, 2.6595], [-0.1618, 0.5885, -0.7838], [-0.2559, 0.2056, 0.6024], [-1.4556, -3.9396, -0.1634], [0.0183, 2.5119, -2.0870], [-0.9034, -1.9787, -1.3023], [0.0794, 1.4159, 1.3346], [1.2435, 2.9201, 0.5645], [-0.4744, 3.1783, 0.4237], [-0.4715, -0.1052, -1.4147], [2.0805, -2.5460, 2.9287], [-1.1769, -4.4150, 0.6871], [0.4526, 3.4687, -1.9053], [-0.4755, 2.2917, -2.9902]], "forces_ev_per_angstrom": [[1.3, -0.3, -0.1], [1.5, 5.7, -4.4], [-0.6, -1.3, -0.1], [0.6, -2.2, 0.7], [-0.5, 1.9, 0.1], [-1.1, -0.7, 0.7], [0.2, 0.5, 1.6], [-0.1, -0.3, -0.3], [-0.9, -4.4, 3.2], [0.9, 2.5, -0.2], [-0.6, -1.4, 1.0], [0.4, 0.5, -0.7], [0.8, 0.4, -0.2], [-1.5, 1.6, 0.6], [-0.5, -1.2, -0.9], [0.5, 0.2, -0.8], [-0.3, 0.0, -0.4], [-1.2, -1.5, -1.4], [1.0, 0.1, 1.6]], "largest_force_ev_per_a": 7.39, "e_above_lowest_ev": 4.702, "energy_ev": -17283.851, "charge": 1, "orbital_gap_ev": 9.04}